No. 1
Molecular formula: C4HCeLiO2
Method: DFT, ωB97M-V with the def2-TZVPD basis set

```
9
Properties=species:S:1:pos:R:3:lowdin_spin:R:1
O -2.379 -1.712 -0.722 0.07
C -1.292 -1.046 -0.614 0.04
C -1.011 0.307 -0.574 0.04
C -0.339 1.428 -0.790 0.01
Li 1.241 2.118 -1.826 0.09
C 1.731 1.777 0.403 0.03
O 1.978 0.596 0.863 0.06
Ce 0.811 -0.990 0.276 1.66
H 2.271 2.575 0.978 0.00
```

HOMO energy (alpha / beta) in eV: -5.15 / -6.78
E_tot in a.u.: -785.84250
Kohn-Sham gap (alpha / beta) in eV: 4.5 / 6.0
Expectation value of S²: 2.017
Multiplicity: 3
Net charge: 0


No. 2
Molecular formula: C4HCl3O
Method: DFT, ωB97M-V with the def2-TZVPD basis set

```
9
Properties=species:S:1:pos:R:3:nbo_charge:R:1
C 0.747 1.555 1.607 -0.01
C -0.057 0.774 1.158 -0.21
C -0.892 -0.170 0.619 0.63
C 0.023 -0.818 -1.234 -0.32
O -1.898 -0.734 0.811 -0.41
Cl 0.230 -2.541 -1.099 0.04
Cl -1.100 -0.362 -2.487 0.03
Cl 1.544 0.026 -1.392 0.02
H 1.402 2.269 2.017 0.24
```

HOMO energy in eV: -8.96
E_tot in a.u.: -1608.69204
Kohn-Sham gap in eV: 8.2
Multiplicity: 1
Net charge: 0


No. 3
Molecular formula: C4HClN2
Method: DFT, ωB97M-V with the def2-TZVPD basis set

```
8
Properties=species:S:1:pos:R:3:nbo_charge:R:1
C -1.478 1.640 1.636 0.13
C 0.565 -0.669 -0.628 -0.28
C -0.814 0.745 0.903 0.29
C 1.927 -1.038 -0.929 -0.14
N -2.064 2.428 2.253 -0.16
N -0.018 0.141 0.231 -0.09
Cl 2.076 -2.115 -2.203 0.04
H -0.194 -1.132 -1.263 0.20
```

HOMO energy in eV: -8.41
E_tot in a.u.: -722.51042
Kohn-Sham gap in eV: 6.6
Multiplicity: 1
Net charge: 0


No. 4
Molecular formula: C4HClN2
Method: DFT, ωB97M-V with the def2-TZVPD basis set

```
8
Properties=species:S:1:pos:R:3:nbo_charge:R:1
C -2.461 -0.261 0.089 0.11
C 1.044 0.448 -0.125 -0.29
C -1.251 0.216 0.134 0.35
C 1.456 -0.775 0.402 -0.10
N -3.596 -0.484 -0.037 -0.14
N -0.195 0.726 -0.097 -0.14
Cl 3.123 -0.996 0.001 -0.02
H 1.881 1.125 -0.367 0.22
```

HOMO energy (alpha / beta) in eV: -8.90 / -8.91
E_tot in a.u.: -722.50443
Kohn-Sham gap (alpha / beta) in eV: 6.8 / 6.8
Multiplicity: 1
Net charge: 0


No. 5
Molecular formula: C4HF2O2
Method: DFT, ωB97M-V with the def2-TZVPD basis set

```
9
Properties=species:S:1:pos:R:3:nbo_charge:R:1
C 0.892 -0.062 0.931 -0.43
C -0.307 -0.562 0.639 -0.39
C -1.960 1.155 -0.421 1.05
C 0.941 -0.960 -0.179 0.49
O -1.275 2.035 -0.178 -0.55
O -2.808 0.418 -0.601 -0.54
F 1.521 -2.232 -0.244 -0.40
F 1.347 -0.347 -1.398 -0.42
H 1.649 0.555 1.452 0.18
```

HOMO energy in eV: -2.99
E_tot in a.u.: -503.18590
Kohn-Sham gap in eV: 6.8
Multiplicity: 1
Net charge: -1


No. 6
Molecular formula: C4HN2P
Method: DFT, ωB97M-V with the def2-TZVPD basis set

```
8
Properties=species:S:1:pos:R:3:nbo_charge:R:1
C 1.258 1.508 0.287 0.20
C -0.206 -1.910 0.719 0.18
C 0.211 0.622 -0.026 -0.33
C -0.321 -0.562 0.328 -0.15
N 2.244 2.066 0.529 -0.24
N -0.094 -3.023 1.015 -0.23
P -1.557 0.758 -0.627 0.51
H -1.535 0.542 -2.225 0.07
```

HOMO energy (alpha / beta) in eV: -7.82 / -10.87
E_tot in a.u.: -603.64333
Kohn-Sham gap (alpha / beta) in eV: 6.9 / 6.4
Expectation value of S²: 2.040
Multiplicity: 3
Net charge: 0


No. 7
Molecular formula: C4HO4
Method: DFT, ωB97M-V with the def2-TZVPD basis set

```
9
Properties=species:S:1:pos:R:3:nbo_charge:R:1
C 0.260 -0.642 0.183 0.21
C -0.951 -1.174 0.388 -0.07
C 2.330 1.200 1.329 0.48
C -1.988 -2.086 0.617 0.75
O -2.699 -2.731 1.307 -0.61
O 1.907 2.155 0.768 -0.63
O -2.002 -1.681 -0.654 -0.55
O 1.073 -0.254 1.078 -0.71
H 0.273 -0.412 -0.885 0.12
```

HOMO energy in eV: -4.04
E_tot in a.u.: -453.93279
Kohn-Sham gap in eV: 8.1
Multiplicity: 1
Net charge: -1


No. 8
Molecular formula: C4MnN3O2S3
Method: DFT, ωB97M-V with the def2-TZVPD basis set

```
13
Properties=species:S:1:pos:R:3:nbo_charge:R:1
Mn 0.288 -1.391 -1.217 0.71
S 0.470 -1.391 0.978 0.34
C 0.688 0.239 1.289 -0.22
C 0.915 0.653 2.635 0.17
N 1.096 0.968 3.728 -0.09
C 0.637 1.219 0.264 -0.23
S 0.373 0.814 -1.333 0.37
C 0.802 2.597 0.599 0.17
N 0.932 3.713 0.847 -0.09
O 1.528 -1.813 -1.846 -0.11
O -3.691 -2.453 -1.913 -0.71
S -2.699 -1.525 -2.360 1.60
N -1.339 -1.631 -1.671 -0.91
```

HOMO energy (alpha / beta) in eV: -13.94 / -15.33
E_tot in a.u.: -2812.27204
Kohn-Sham gap (alpha / beta) in eV: 6.7 / 7.0
Expectation value of S²: 0.764
Multiplicity: 2
Net charge: +1


No. 9
Molecular formula: C4N2
Method: DFT, ωB97M-V with the def2-TZVPD basis set

```
6
Properties=species:S:1:pos:R:3:nbo_charge:R:1
N -1.411 1.408 2.319 -0.19
C -0.771 0.707 1.654 0.19
C -0.081 -0.011 0.697 0.01
C 0.385 -0.433 -0.333 -0.01
C 0.798 -0.749 -1.611 0.20
N 1.075 -0.921 -2.723 -0.19
```

HOMO energy in eV: -11.55
E_tot in a.u.: -261.83326
Kohn-Sham gap in eV: 10.4
Structure (SMILES): N#CC#CC#N
Multiplicity: 1
Net charge: 0


No. 10
Molecular formula: C5
Method: DFT, ωB97M-V with the def2-TZVPD basis set

```
5
Properties=species:S:1:pos:R:3:nbo_charge:R:1
C 0.434 -0.981 0.159 0.01
C 0.741 0.022 -0.797 0.03
C -0.606 -0.265 0.646 -0.17
C -0.644 0.263 -0.820 -0.07
C 0.076 0.962 0.812 0.20
```

HOMO energy (alpha / beta) in eV: -10.22 / -10.23
E_tot in a.u.: -190.02306
Kohn-Sham gap (alpha / beta) in eV: 7.6 / 7.6
Multiplicity: 1
Net charge: 0


No. 11
Molecular formula: C50H101BrCl3FN5O2S3
Method: DFT, ωB97M-V with the def2-TZVPD basis set

```
166
Properties=species:S:1:pos:R:3:lowdin_charge:R:1
C 1.990 5.274 6.160 -0.07
C 1.001 4.181 5.484 -0.26
O 0.055 4.767 4.562 -0.16
C -0.093 3.942 3.366 -0.21
C 0.603 4.690 2.181 -0.08
N 0.855 4.032 0.863 -0.05
C -0.339 3.948 -0.085 -0.17
C -1.363 2.785 0.021 -0.54
Cl -1.372 1.653 1.459 0.68
C -2.949 3.179 -0.128 -0.68
C -3.717 3.240 1.302 -0.18
Cl -3.334 4.691 -1.030 0.69
C 0.356 4.134 -1.552 -0.30
C -0.625 3.923 -2.794 -0.24
F -0.005 3.264 -3.931 -0.08
C -1.062 5.378 -3.360 -0.21
C -2.204 5.268 -4.471 -0.11
N 1.604 3.392 -1.792 -0.41
Br 2.678 4.616 -2.782 0.86
C 2.456 2.933 -0.670 -0.64
Cl 3.987 4.020 -0.635 0.54
C 3.041 1.475 -1.140 -0.19
C 2.589 1.037 -2.604 -0.24
C 1.086 0.418 -2.651 -0.48
S 1.177 -1.427 -2.566 0.86
C 0.062 -2.051 -1.213 -0.96
S 0.005 -1.151 0.197 0.63
N -0.695 -3.263 -1.517 -0.23
C 0.047 -4.522 -1.198 -0.21
C 1.252 -4.347 -0.121 -0.10
C -2.083 -3.236 -0.972 -0.25
C -2.238 -3.709 0.553 -0.11
C 1.765 2.833 0.804 -0.20
C 2.812 2.687 1.994 -0.18
C 3.493 1.210 2.097 -0.42
S 5.250 1.199 1.427 0.89
C 5.743 -0.560 1.775 -0.52
N 6.308 -1.112 2.957 0.01
N 6.547 -2.432 2.735 0.01
C 6.096 -2.704 1.413 -0.09
O 5.571 -1.565 0.780 -0.04
H 2.791 5.641 5.430 0.08
H 2.570 4.747 7.005 0.09
H 1.392 6.117 6.639 0.09
H 0.468 3.686 6.379 0.13
H 1.686 3.389 5.036 0.10
H 0.233 2.855 3.554 0.11
H -1.224 3.882 3.182 0.10
H 0.000 5.651 1.967 0.17
H 1.617 5.098 2.554 0.16
H 1.447 4.770 0.399 0.17
H -0.871 4.957 0.093 0.15
H -1.189 2.075 -0.874 0.10
H -3.445 2.297 -0.677 0.12
H -4.138 2.225 1.616 0.08
H -4.643 3.898 1.108 0.08
H -3.120 3.764 2.113 0.06
H 0.629 5.260 -1.573 0.11
H -1.567 3.324 -2.606 0.12
H -1.305 6.088 -2.496 0.10
H -0.131 5.822 -3.875 0.11
H -2.230 6.192 -5.144 0.09
H -3.211 5.042 -3.991 0.06
H -1.970 4.381 -5.166 0.09
H 4.189 1.500 -1.150 0.08
H 2.635 0.666 -0.429 0.09
H 2.776 1.800 -3.428 0.09
H 3.262 0.139 -2.878 0.10
H 0.422 0.897 -1.849 0.05
H 0.651 0.712 -3.670 0.08
H -0.621 -5.404 -0.907 0.12
H 0.557 -4.850 -2.181 0.12
H 2.131 -3.816 -0.619 0.07
H 0.909 -3.810 0.820 0.05
H 1.622 -5.405 0.145 0.07
H -2.750 -3.922 -1.603 0.13
H -2.480 -2.171 -1.152 0.10
H -3.129 -3.164 1.008 0.07
H -1.315 -3.533 1.193 0.04
H -2.393 -4.850 0.531 0.08
H 1.229 1.823 0.746 0.12
H 3.681 3.419 1.987 0.09
H 2.346 2.802 3.040 0.10
H 3.620 0.940 3.211 0.10
H 2.840 0.387 1.662 0.08
H 6.195 -3.742 0.945 0.15
C 0.914 6.935 -10.292 -0.11
C 0.102 6.327 -9.157 -0.27
C 0.658 6.654 -7.769 -0.23
C 2.066 6.123 -7.487 -0.23
C 2.240 4.612 -7.633 -0.26
C 1.385 3.810 -6.661 -0.12
H 1.932 6.539 -10.317 0.07
H 0.447 6.706 -11.253 0.07
H 0.968 8.023 -10.194 0.08
H 0.029 5.244 -9.295 0.10
H -0.922 6.713 -9.217 0.11
H -0.035 6.268 -7.012 0.09
H 0.666 7.742 -7.638 0.11
H 2.345 6.415 -6.467 0.10
H 2.783 6.624 -8.147 0.10
H 3.292 4.365 -7.455 0.11
H 2.021 4.298 -8.658 0.10
H 1.612 4.082 -5.627 0.02
H 1.581 2.741 -6.779 0.08
H 0.318 3.972 -6.834 0.06
C -5.541 -1.905 -2.510 -0.11
C -6.559 -1.494 -1.456 -0.27
C -6.342 -2.180 -0.104 -0.23
C -6.475 -3.705 -0.114 -0.23
C -7.813 -4.244 -0.617 -0.27
C -8.997 -3.818 0.241 -0.11
H -5.607 -2.971 -2.741 0.07
H -5.716 -1.354 -3.437 0.07
H -4.523 -1.685 -2.175 0.05
H -7.570 -1.687 -1.825 0.10
H -6.488 -0.411 -1.308 0.10
H -7.046 -1.758 0.621 0.10
H -5.343 -1.922 0.267 0.09
H -6.305 -4.071 0.905 0.11
H -5.672 -4.136 -0.724 0.09
H -7.766 -5.338 -0.623 0.11
H -7.985 -3.939 -1.654 0.10
H -8.866 -4.143 1.277 0.08
H -9.919 -4.266 -0.138 0.07
H -9.132 -2.734 0.235 0.07
C 2.266 -8.096 -2.433 -0.11
C 1.020 -8.769 -1.876 -0.27
C 1.030 -8.900 -0.350 -0.23
C 2.154 -9.764 0.227 -0.23
C 2.208 -11.201 -0.289 -0.27
C 0.964 -12.012 0.050 -0.11
H 3.166 -8.679 -2.225 0.07
H 2.183 -7.991 -3.518 0.07
H 2.391 -7.096 -2.007 0.06
H 0.891 -9.749 -2.343 0.10
H 0.146 -8.174 -2.165 0.10
H 0.063 -9.297 -0.024 0.10
H 1.102 -7.897 0.089 0.09
H 2.048 -9.782 1.318 0.11
H 3.120 -9.284 0.030 0.10
H 3.077 -11.697 0.156 0.11
H 2.369 -11.215 -1.372 0.10
H 0.802 -12.044 1.131 0.08
H 1.076 -13.040 -0.304 0.07
H 0.070 -11.597 -0.421 0.07
C 0.352 0.150 6.516 -0.11
C 1.495 0.834 7.253 -0.28
C 2.271 -0.105 8.178 -0.22
C 1.459 -0.715 9.323 -0.23
C 0.788 0.290 10.259 -0.27
C 1.777 1.183 10.997 -0.11
H -0.407 -0.225 7.206 0.07
H -0.138 0.857 5.839 0.05
H 0.720 -0.688 5.917 0.08
H 1.110 1.692 7.815 0.09
H 2.192 1.242 6.511 0.09
H 3.130 0.435 8.588 0.10
H 2.692 -0.922 7.580 0.11
H 2.123 -1.357 9.911 0.11
H 0.690 -1.378 8.912 0.10
H 0.202 -0.263 11.000 0.11
H 0.075 0.912 9.707 0.10
H 2.478 0.586 11.585 0.08
H 1.246 1.850 11.682 0.07
H 2.350 1.808 10.308 0.06
```

HOMO energy in eV: -10.67
E_tot in a.u.: -7638.37536
Kohn-Sham gap in eV: 7.4
Multiplicity: 1
Net charge: +1